[1]
ORCA calculation (wB97M-V/def2-TZVPD) on C37H53CsN3PSbSi3 as an isolated structure in a non-equilibrium geometry.

Results
Strongest force on any atom = 1.852 eV/A

Geometry as ORCA input:
```
! RIJCOSX wB97M-V def2-TZVPD def2/J DEFGRID3
* xyz -1 1
Cs -0.200 -0.189 2.082
C 3.247 -1.729 -2.085
Sb 1.482 -1.503 -0.834
C 1.926 0.311 0.260
C 2.559 1.375 -0.516
C 1.957 2.646 -0.600
C 2.620 3.688 -1.203
C 3.892 3.468 -1.729
C 4.407 2.188 -1.628
N 3.779 1.184 -1.049
Si 3.227 -0.359 1.434
C 5.011 -0.950 0.978
C 2.527 -1.834 2.448
C 3.538 1.073 2.683
C 0.037 -1.396 -2.685
C -1.216 -0.866 -2.129
C -2.408 -0.847 -2.874
C -3.579 -0.418 -2.294
C -3.557 -0.008 -0.964
C -2.348 -0.060 -0.301
N -1.216 -0.477 -0.853
Si -0.307 -3.258 -2.993
C -1.304 -3.672 -4.585
C -1.353 -3.910 -1.530
C 1.220 -4.402 -3.084
Si 0.602 -0.359 -4.173
C 1.212 1.322 -3.540
C 1.913 -1.204 -5.280
C -0.741 0.130 -5.464
H 4.057 -2.072 -1.452
H 3.528 -0.768 -2.500
H 3.089 -2.447 -2.880
H 0.981 2.793 -0.154
H 2.175 4.677 -1.245
H 4.459 4.261 -2.200
H 5.397 1.957 -2.018
H 5.005 -1.965 0.592
H 5.703 -0.916 1.818
H 5.395 -0.304 0.199
H 2.782 -2.765 1.952
H 1.445 -1.795 2.537
H 2.947 -1.859 3.449
H 4.030 1.894 2.171
H 4.178 0.762 3.504
H 2.614 1.461 3.106
H -2.392 -1.188 -3.893
H -4.504 -0.412 -2.858
H -4.447 0.336 -0.458
H -2.287 0.239 0.740
H -2.368 -3.510 -4.441
H -1.171 -4.714 -4.862
H -0.987 -3.068 -5.428
H -2.288 -3.365 -1.448
H -0.820 -3.777 -0.593
H -1.594 -4.964 -1.631
H 1.888 -4.123 -3.891
H 0.910 -5.429 -3.260
H 1.782 -4.379 -2.156
H 2.137 1.220 -2.990
H 0.479 1.755 -2.866
H 1.383 2.030 -4.346
H 2.827 -1.422 -4.743
H 2.174 -0.550 -6.108
H 1.543 -2.134 -5.702
H -1.532 0.718 -5.011
H -1.195 -0.728 -5.951
H -0.293 0.742 -6.244
N -1.410 -5.460 7.960
C -1.424 -4.526 7.284
C -1.427 -3.388 6.469
C -2.456 -3.157 5.549
C -2.407 -2.045 4.730
C -1.385 -1.064 4.744
C -0.403 -1.344 5.727
C -0.392 -2.450 6.552
H -3.279 -3.863 5.491
H -3.237 -1.911 4.033
H 0.413 -0.631 5.860
H 0.411 -2.608 7.267
C -0.897 5.187 2.824
P -1.150 3.361 2.582
C -1.618 2.924 4.312
C -2.775 3.479 1.731
C -2.812 3.181 0.371
C -3.991 3.293 -0.346
C -5.152 3.703 0.291
C -5.124 4.006 1.642
C -3.946 3.898 2.357
H -1.769 5.661 3.278
H -0.702 5.647 1.857
H -0.028 5.336 3.464
H -2.278 3.655 4.783
H -0.689 2.873 4.882
H -2.072 1.932 4.319
H -1.908 2.860 -0.128
H -4.005 3.055 -1.400
H -6.074 3.789 -0.264
H -6.028 4.333 2.140
H -3.942 4.140 3.409
*
```

Atomic partial charges in e from the Löwdin method, atoms 1 to 6: number 1, Cs, carries 1.085; number 2, C, carries -0.310; number 3, Sb, carries 1.381; number 4, C, carries -0.682; number 5, C, carries -0.500; number 6, C, carries -0.064

=====

[2]
ORCA calculation (wB97M-V/def2-TZVPD) on C37H53FeN4O9P as an isolated structure.

Results
Strongest force on any atom = 0.592 eV/A

Geometry as ORCA input:
```
! RIJCOSX wB97M-V def2-TZVPD def2/J DEFGRID3
* xyz 0 5
Fe -0.393 0.768 -0.081
C 0.417 -2.081 1.577
C 0.141 -3.006 0.382
C -0.106 -4.431 0.898
C 1.437 -2.985 -0.441
P -1.254 -2.272 -0.686
N -1.092 -0.750 -0.869
C -1.183 -3.099 -2.398
C -0.965 -4.619 -2.426
C -2.502 -2.773 -3.113
C -0.084 -2.403 -3.212
C -2.922 -2.709 0.126
C -2.832 -2.348 1.617
C -3.995 -1.783 -0.473
C -3.391 -4.167 0.000
H 1.242 -2.516 2.157
H -0.431 -1.948 2.244
H 0.744 -1.097 1.239
H 0.822 -4.819 1.337
H -0.406 -5.121 0.109
H -0.864 -4.457 1.679
H 2.277 -3.185 0.241
H 1.586 -2.001 -0.894
H 1.460 -3.749 -1.217
H -1.702 -5.163 -1.835
H 0.028 -4.902 -2.073
H -1.052 -4.974 -3.461
H -3.340 -3.360 -2.741
H -2.385 -3.007 -4.177
H -2.742 -1.710 -3.024
H 0.921 -2.727 -2.944
H -0.149 -1.322 -3.079
H -0.235 -2.635 -4.274
H -2.485 -1.322 1.760
H -2.194 -3.031 2.178
H -3.838 -2.425 2.045
H -3.586 -0.786 -0.631
H -4.828 -1.711 0.237
H -4.396 -2.152 -1.415
H -2.697 -4.874 0.456
H -3.556 -4.465 -1.035
H -4.352 -4.272 0.520
O -1.789 1.067 1.818
C -0.744 1.547 2.273
O 0.245 1.906 1.548
C -0.621 1.650 3.776
C -1.776 1.645 4.543
C -1.668 1.683 5.913
C -0.451 1.692 6.559
C 0.677 1.689 5.771
C 0.619 1.680 4.392
N 2.007 1.682 6.462
O 2.006 1.700 7.670
O 3.000 1.661 5.769
N -2.909 1.695 6.750
O -2.762 1.689 7.952
O -3.972 1.713 6.175
H -2.747 1.604 4.066
H -0.387 1.701 7.636
H 1.517 1.702 3.790
C 3.794 3.974 -1.953
O 3.825 2.565 -1.743
C 3.945 2.110 -0.475
C 3.900 2.945 0.638
C 4.102 2.435 1.912
C 4.345 1.085 2.091
C 4.341 0.248 0.990
C 4.142 0.737 -0.287
N 4.306 -0.206 -1.349
C 3.803 -0.295 -2.571
C 2.678 0.265 -3.138
C 2.630 0.212 -4.574
C 1.593 0.719 -5.270
C 0.493 1.287 -4.545
C 0.462 1.323 -3.193
C 1.554 0.812 -2.390
O 1.480 0.764 -1.142
H 3.764 4.120 -3.029
H 4.684 4.452 -1.540
H 2.901 4.421 -1.511
H 3.734 4.003 0.510
H 4.087 3.104 2.763
H 4.541 0.685 3.075
H 4.512 -0.818 1.116
H 5.012 -0.895 -1.145
H 4.402 -0.932 -3.220
H 3.472 -0.228 -5.103
H 1.587 0.690 -6.351
H -0.355 1.679 -5.097
H -0.400 1.706 -2.664
C -3.630 2.648 -2.238
C -2.943 2.288 -0.937
O -1.552 2.622 -0.946
C -1.277 4.009 -0.788
C 0.221 4.219 -0.758
H -4.668 2.310 -2.202
H -3.134 2.151 -3.075
H -3.638 3.726 -2.423
H -2.977 1.214 -0.777
H -3.423 2.773 -0.082
H -1.744 4.359 0.138
H -1.718 4.563 -1.619
H 0.677 3.637 0.043
H 0.435 5.278 -0.592
H 0.673 3.918 -1.708
*
```

Atomic partial charges in e from the Löwdin method, atoms 1 to 6: number 1, Fe, carries 0.739; number 2, C, carries -0.088; number 3, C, carries -0.587; number 4, C, carries -0.081; number 5, C, carries -0.098; number 6, P, carries 0.855

=====

DFT total energy (eV)
-83707.4233, -107288.7032